1.
20
Properties=species:S:1:pos:R:3 method="wB97M-V/def2-TZVPD" homo_lumo_gap_ev=9.198 smiles=CN(C)CC(N)N e_homo_ha=-0.305
C -1.2528 0.2608 1.3300
N -0.9730 -0.8329 0.4156
C -0.6163 -2.0516 1.1364
C -0.0222 -0.5556 -0.6862
C 0.5665 0.8851 -0.8796
N 1.8744 1.0178 -0.2862
N 0.8089 1.1825 -2.2709
H -1.7159 1.1013 0.8027
H -0.3576 0.6093 1.8545
H -1.9878 -0.0459 2.0837
H -1.4114 -2.3321 1.8369
H 0.3150 -1.9330 1.7012
H -0.5023 -2.8950 0.4462
H -0.5657 -0.8291 -1.6006
H 0.8215 -1.2619 -0.6507
H -0.1036 1.6514 -0.4841
H 1.8370 0.7436 0.6927
H 2.1769 1.9825 -0.3241
H 1.1904 2.1170 -2.3516
H -0.0821 1.1858 -2.7658

2.
20
Properties=species:S:1:pos:R:3 method="wB97M-V/def2-TZVPD" homo_lumo_gap_ev=10.258 smiles=NCC[C@@H](N)CN e_homo_ha=-0.342
N 2.3312 0.6650 0.8211
C 2.0904 -0.6705 0.3695
C 0.5754 -1.0922 0.3434
C -0.3754 -0.0010 -0.1379
N 0.0784 0.6411 -1.4458
C -1.8022 -0.4501 -0.1740
N -2.8289 0.6767 0.1661
H 1.9454 1.0045 1.7223
H 1.8876 1.3289 0.1923
H 2.5832 -0.8170 -0.6018
H 2.5758 -1.3280 1.0822
H 0.2992 -1.3563 1.4243
H 0.4768 -2.0406 -0.1750
H -0.4251 0.8390 0.7056
H 0.9331 1.1723 -1.2266
H -0.6812 1.2407 -1.8618
H -1.9262 -1.3362 0.4644
H -2.1389 -0.7880 -1.2480
H -2.2617 1.4933 0.3058
H -3.3367 0.8181 -0.7259

3.
20
Properties=species:S:1:pos:R:3 method="wB97M-V/def2-TZVPD" homo_lumo_gap_ev=9.888 e_homo_ha=-0.335
H -0.5834 1.1364 1.0658
N -0.4174 1.3110 0.0759
C -1.4560 1.1602 -0.6498
N -2.7082 0.8119 -0.2061
H -1.4102 1.5311 -1.6710
H -3.4916 0.8506 -0.8342
H -2.8940 0.8709 0.7834
C -0.9756 -1.3336 -1.6518
N -0.4955 -1.9204 -0.6396
H -2.0161 -1.3974 -1.9814
H -0.2781 -0.8705 -2.3435
H -1.1902 -2.3257 -0.0158
C 1.9162 -0.5429 0.5990
C 2.5844 0.5460 1.4215
H 0.9436 -0.0192 0.1409
H 2.5743 -0.8935 -0.1985
H 1.6675 -1.3990 1.2220
H 1.9250 0.8763 2.2226
H 3.5153 0.1931 1.8634
H 2.7900 1.4145 0.7974

4.
20
Properties=species:S:1:pos:R:3 method="wB97M-V/def2-TZVPD" homo_lumo_gap_ev="8.181 / 8.182" e_homo_ha="-0.260 / -0.260"
C 1.6903 -0.4805 0.0262
C 0.0135 0.2175 1.2823
N 2.6752 -0.7117 0.9617
N 1.2805 -1.4918 -0.7655
H 1.7756 0.4809 -0.4634
H 0.3641 -1.2485 -1.3057
H 1.2264 -2.3944 -0.3067
H 2.5954 -1.5854 1.4658
H 2.8434 0.0619 1.5890
H 0.6396 0.9419 1.8130
H 0.0780 -0.7499 1.7880
H -1.0249 0.4942 1.4557
C -2.2639 1.3690 -0.5923
C -1.0332 0.6641 -1.0872
N -1.0325 -0.5078 -1.6449
H -1.8954 -1.0211 -1.4692
H -0.1868 1.3063 -1.3078
H -2.0099 2.1540 0.1189
H -2.9577 0.6747 -0.1149
H -2.7776 1.8267 -1.4430

5.
20
Properties=species:S:1:pos:R:3 method="wB97M-V/def2-TZVPD" homo_lumo_gap_ev=9.513 smiles=C[C@H](CN)NCN e_homo_ha=-0.307
C -0.4509 1.3351 0.5853
C -0.2850 0.1192 -0.4454
C -1.6352 -0.5411 -0.7082
N -2.5375 0.4089 -1.2272
N 0.6272 -0.9293 0.0080
C 1.9723 -0.4490 0.1013
N 2.6526 -0.8569 1.3975
H -1.2231 2.0439 0.0645
H -0.9525 0.7460 1.2711
H 0.5788 1.6831 0.7927
H 0.1639 0.5372 -1.3467
H -2.1401 -0.9542 0.1654
H -1.4332 -1.4170 -1.4481
H -2.6971 1.3896 -1.1388
H -2.9211 0.2070 -2.1108
H 0.1356 -1.4734 0.8001
H 2.0685 0.6020 0.0332
H 2.4891 -1.0666 -0.5175
H 2.0740 -0.9195 2.2239
H 3.5138 -0.4652 1.4998

6.
20
Properties=species:S:1:pos:R:3 method="wB97M-V/def2-TZVPD" multiplicity=2 s_squared=0.770 homo_lumo_gap_ev="9.263 / 4.984" total_charge=+1 e_homo_ha="-0.493 / -0.492"
C 0.4438 -0.9867 0.4360
C 1.2293 0.2089 0.9493
C 0.6032 0.8389 2.1835
N 1.0061 -1.5339 -0.8099
H -0.5764 -0.6525 0.2182
H 0.3348 -1.7246 1.2274
H 1.3137 0.9605 0.1584
H 2.2411 -0.1263 1.1664
H 0.3752 0.0922 2.9471
H -0.3113 1.3736 1.9402
H 1.2747 1.5556 2.6402
H 1.0039 -2.5467 -0.7959
H 1.9839 -1.2721 -0.8713
N -2.5464 0.3896 -1.4659
C -1.2768 0.3701 -1.7706
N -0.5730 1.4913 -1.5827
H -2.9290 1.1769 -0.9474
H -3.0725 -0.4764 -1.4254
H -0.8737 -0.5600 -2.1646
H 0.3494 1.4217 -2.0330

7.
21
Properties=species:S:1:pos:R:3 method="wB97M-V/def2-TZVPD" homo_lumo_gap_ev=9.809 e_homo_ha=-0.341
H -1.2480 -0.2540 -2.1637
N -1.7571 0.4969 -1.7162
C -1.7179 0.8031 -0.4920
N -1.5184 -0.0585 0.5774
C -0.7520 -1.3233 0.3746
C 0.7495 -1.1000 0.4505
C 1.3909 -0.1112 -0.5511
N 2.0554 -0.7485 -1.7133
H -2.0794 1.8016 -0.2315
H -1.2523 0.4178 1.4159
H -1.2279 -1.6681 -0.5494
H -1.1315 -1.9968 1.1392
H 1.0227 -0.5846 1.3796
H 1.3637 -2.0063 0.4347
H 0.6336 0.5711 -0.9569
H 2.0912 0.6170 -0.1407
H 3.0344 -0.8636 -1.4994
H 1.6287 -1.6581 -1.8154
O 0.7806 1.8281 2.5457
H 1.2002 2.1741 1.7399
H -0.0682 1.8439 2.0709

8.
21
Properties=species:S:1:pos:R:3 method="wB97M-V/def2-TZVPD" homo_lumo_gap_ev=6.894 total_charge=+1 e_homo_ha=-0.435
C 2.2451 0.3159 -0.4667
C -1.7766 1.0150 0.4345
C -2.5024 -1.6362 -0.4767
C 0.8424 1.3196 1.1060
N 1.9608 -1.0489 -0.3481
N 3.2558 0.6366 -1.2119
N 1.6303 1.3454 0.1336
P -2.9500 -0.4337 0.8440
H -1.2870 1.3248 1.4118
H -2.4996 1.8415 0.3791
H -1.0853 0.9287 -0.3791
H -2.8686 -2.6058 -0.2356
H -1.4640 -1.4539 -0.6923
H -2.9592 -1.3824 -1.4189
H 0.5688 2.3095 1.4423
H 0.3400 0.3992 1.5628
H 2.4493 -1.7337 -0.8911
H 1.1241 -1.3987 0.1273
H 3.6029 -0.0763 -1.9083
H 3.4789 1.5391 -1.5119
H -2.1056 -1.2056 2.0992

9.
22
Properties=species:S:1:pos:R:3 method="wB97M-V/def2-TZVPD" homo_lumo_gap_ev=9.014 smiles=CN(C)P1NCCN1P e_homo_ha=-0.294
C 0.8129 -0.1412 -2.7572
N 0.9636 -0.6523 -1.4396
C 2.0061 0.0736 -0.7434
P -0.4120 -0.9462 -0.5767
N 0.2712 -1.4007 0.9501
C -0.6868 -0.9557 2.0690
C -0.5743 0.5483 1.8078
N -0.9063 0.8871 0.4094
P -2.6459 0.7423 0.2622
H -0.2023 -0.4987 -3.1924
H 0.5594 0.9520 -2.6824
H 1.6231 -0.4395 -3.3253
H 2.3768 -0.3469 0.1888
H 2.9517 0.1029 -1.5016
H 1.7367 1.1104 -0.5960
H 0.7743 -2.2542 1.1283
H -0.2518 -1.1564 3.0718
H -1.7064 -1.1193 2.0226
H -1.3235 1.1085 2.3652
H 0.4213 0.8726 2.1384
H -2.8296 1.7130 -0.7452
H -2.9581 1.8004 1.1460

10.
21
Properties=species:S:1:pos:R:3 method="wB97M-V/def2-TZVPD" homo_lumo_gap_ev=8.965 total_charge=+1 e_homo_ha=-0.439
N -0.8253 -0.0810 2.8565
C -0.0847 0.4478 1.8721
N 1.2522 0.4526 2.0135
N -0.6680 1.0677 0.8549
H -0.3812 -0.2422 3.7505
H -1.8137 -0.0099 2.8094
H 1.6314 -0.2224 2.6586
H 1.7773 0.5528 1.1553
H -0.0739 1.2776 0.0624
H -1.5676 0.7234 0.5332
C 1.8356 -1.1772 -2.0199
C 0.6945 -0.1956 -2.1568
C -0.5318 -0.5814 -1.7936
N -1.7294 0.1499 -1.7213
H 1.4448 -2.1816 -1.8562
H 2.4621 -1.2348 -2.9101
H 2.4999 -0.9324 -1.1867
H 0.9242 0.7943 -2.5365
H -0.6393 -1.6080 -1.4548
H -2.5233 -0.4192 -1.9849
H -1.7342 0.9958 -2.2800

11.
21
Properties=species:S:1:pos:R:3 method="wB97M-V/def2-TZVPD" homo_lumo_gap_ev=7.870 total_charge=+1 e_homo_ha=-0.428
C 2.0745 -1.7170 -0.6635
C -3.2314 0.4760 0.3706
C 0.8471 -1.1557 -0.5071
C 0.1347 1.5713 0.7384
N 2.7427 -1.7589 -1.9387
N 1.2415 1.4187 1.4666
N -0.9264 0.7981 0.8729
N -1.9787 0.7585 -0.0820
H 2.7692 -2.3314 -0.0303
H -3.6966 -0.2450 -0.3169
H -3.0493 -0.1041 1.3234
H -3.8893 1.3866 0.5759
H 0.3527 -1.1056 0.4835
H 0.2644 -0.6191 -1.3401
H -0.1778 2.4023 0.1344
H 3.5952 -2.2897 -1.9494
H 2.2154 -1.6091 -2.7680
H 1.5470 0.5356 1.8208
H -0.7819 -0.0572 1.2942
H 1.9636 1.9607 1.0728
H -2.0166 1.6851 -0.5576

12.
21
Properties=species:S:1:pos:R:3 method="wB97M-V/def2-TZVPD" homo_lumo_gap_ev=8.725 total_charge=+1 e_homo_ha=-0.427
C 0.3250 -2.1126 -1.0405
C 1.1243 -1.2089 -0.4574
N 1.1744 -1.0585 0.9720
N 0.0437 -2.0946 -2.4229
H -0.1575 -2.9109 -0.4899
H 1.7719 -0.5421 -1.0107
H 2.1241 -1.0799 1.3262
H 0.6809 -1.8246 1.4164
H 0.0886 -3.0038 -2.8588
H 0.7217 -1.5006 -2.8898
C 0.3994 2.6538 1.2446
N -0.2215 1.4058 0.8015
C -1.4618 1.3888 0.4247
N -2.1011 0.2857 0.0618
H 1.4393 2.4708 1.5071
H -0.0915 3.0133 2.1475
H 0.4119 3.4215 0.4741
H 0.3181 0.5219 0.8578
H -2.0091 2.3239 0.4334
H -1.5456 -0.5234 -0.1818
H -3.0351 0.3743 -0.3154

The following calculated total energy values (in eV) correspond, in order, to the records above: -8828.1832; -8828.0246; -8827.2517; -8825.9395; -8826.6694; -8820.2076; -10875.2131; -18109.1200; -27404.4474; -10313.7125; -10309.8432; -10313.1204.
The following relative energy (zero: lowest compared OMol25 entry of this formula, charge and spin) values (in eV) correspond, in order, to the records above: 1.229; 1.388; 2.161; 3.473; 2.743; 0.797; 2.464; 2.125; 2.050; 0.376; 4.245; 0.968.